[1]
Formula: C25H29Cl2N5O3SeTi
Source: OMol25
Level of theory: ωB97M-V with the def2-TZVPD basis set

⟨S²⟩ = 2.05
F_max = 1.10 eV/Å
spin multiplicity = 3
relative energy (zero: lowest compared OMol25 entry of this formula, charge and spin) = 0.0 kcal per mole
electronic energy = -153483.2845 eV
LUMO (alpha / beta) = -5.41 / -5.65 eV
total charge = +2

Last column: Löwdin charge in e.
CARTESIAN COORDINATES (ANGSTROEM)
H -3.95686 -3.11175 4.05036  0.1271
H 3.56252 0.10753 -4.73157  0.1405
O -0.66983 -1.89330 2.39105  -0.0860
C 0.98869 -4.78016 0.86411  -0.0028
C -4.13049 -2.48167 3.18805  -0.0314
C -1.73022 -2.25398 2.94415  -0.0841
N -0.25363 1.47092 -0.37910  0.0371
C -1.47265 3.51473 -0.51121  0.0106
C -3.23963 -1.08325 1.36676  -0.3265
H -1.68130 -4.92979 -1.21877  0.1141
H 5.65788 3.02182 -2.53466  0.1401
N 4.75037 1.53784 -3.73085  0.0574
Se 2.45761 -1.12270 0.74679  1.0811
C -2.12802 3.07758 -1.65083  -0.0174
C -0.83459 -4.49759 -0.70352  -0.0533
C 0.26465 3.19624 1.28339  -0.1296
H -0.54473 0.11066 -1.89037  0.0961
H 0.19087 3.53388 3.40339  0.1266
H 2.71927 1.58902 -4.22351  0.1387
Ti -0.34355 -0.55880 0.94572  0.9821
H 4.14536 2.57871 -0.54476  0.1345
H 3.77147 -0.62304 -2.36791  0.1281
H 0.57972 4.21970 1.07277  0.1286
H 1.16710 2.58983 1.36767  0.1097
H -6.62966 -1.28397 1.26380  0.1217
H -1.29880 1.71050 3.99897  0.1400
C -1.02689 1.81203 2.94967  -0.1621
H 0.43604 0.47152 3.39013  0.1247
H 2.18255 1.67270 -1.48414  0.1028
C 4.24193 1.84383 -1.34277  -0.1896
C 4.67727 2.55657 -2.61984  -0.0878
H 1.56155 -5.37981 1.55758  0.1238
H 3.94980 3.30107 -2.94274  0.1386
H -1.67600 4.49359 -0.09733  0.1303
N 0.99740 -1.30621 -0.40430  -0.3904
H -1.64605 -2.90679 3.81730  0.1567
H 5.04645 1.98051 -4.60197  0.1865
C -0.84462 1.08647 -1.52252  -0.1463
C -0.48374 3.18706 2.61918  -0.1439
N 2.36070 -2.84560 1.33153  -0.2016
C 3.43394 0.82336 -3.92152  -0.0854
H 5.03470 1.15185 -1.03455  0.1327
H -0.38706 -6.31781 0.35854  0.1149
H -1.32366 3.88521 2.59609  0.1297
C -1.78895 1.84353 -2.18622  -0.0365
C -3.04125 -1.90571 2.50405  -0.1141
C -4.56246 -0.89023 0.93831  -0.5694
C -0.09423 -5.28923 0.19800  -0.0583
C 1.36644 -3.43021 0.65367  -0.4164
C 3.04866 0.16853 -2.60070  -0.2144
C -0.53140 2.69749 0.10222  -0.2656
H -1.90242 1.57576 2.34237  0.1212
C 0.62458 -2.64472 -0.28569  -0.4068
H 2.08271 -0.32490 -2.70097  0.1145
C -0.47961 -3.18731 -0.95324  -0.0393
N 3.01326 1.09337 -1.48822  -0.0843
C -5.40886 -2.25240 2.74499  -0.6544
H -1.03854 -2.58743 -1.66178  0.1170
C -5.62122 -1.45753 1.61470  -0.0751
Cl -4.84657 0.08894 -0.44970  0.7529
H 5.46983 0.84731 -3.49868  0.1854
Cl -6.76098 -2.93872 3.55761  0.7365
O -2.24627 -0.51991 0.71615  -0.1887
O -0.03520 0.79657 2.61933  -0.1654
H -2.24878 1.46821 -3.08890  0.1195
H -2.87458 3.70008 -2.12557  0.1254

Atoms 1-6, force components in eV/Å:
H 0.0 0.0 0.0
H 0.0 0.0 0.0
O -0.2 -0.3 0.4
C 0.0 0.0 0.0
C -0.2 0.1 -0.1
C 0.0 0.0 -0.2


[2]
Formula: C25H29Cl3GeHfN3OSi
Source: OMol25
Level of theory: ωB97M-V with the def2-TZVPD basis set

⟨S²⟩ = 0.83
F_max = 2.85 eV/Å
spin multiplicity = 2
relative energy (zero: lowest compared OMol25 entry of this formula, charge and spin) = 11.3 kcal per mole
electronic energy = -136168.6284 eV
LUMO (alpha / beta) = -7.64 / -10.04 eV
total charge = +2

Last column: Löwdin charge in e.
CARTESIAN COORDINATES (ANGSTROEM)
H -2.69887 -2.08045 3.17275  0.1372
C 2.72023 -0.55235 -4.57235  -0.1736
C -3.18667 3.33155 3.19825  0.0221
C 3.97633 -0.76625 2.81675  -0.0089
C -1.83097 1.74315 1.93495  -0.2790
H 5.56713 -0.52045 -2.69625  0.0332
H -4.80697 -1.81345 1.84695  0.1299
H 4.49353 2.28465 -4.31345  0.0324
H 2.52933 -1.58455 -4.28985  0.0207
C -3.84297 -1.84105 1.34135  -0.1301
Hf -0.86957 0.77805 0.13595  1.2644
H -3.20757 -3.82405 -3.46075  0.1275
H 4.38313 -1.41145 -1.76535  0.0146
C -3.00097 2.46195 2.11775  -0.1257
H -4.12077 3.86355 3.29115  0.1330
C 1.80803 -0.23615 1.91845  -0.2066
Ge -1.86677 4.25485 -0.91915  0.2324
H 4.90693 -2.52175 2.02755  0.1336
C 2.99363 -2.16865 1.12375  -0.0191
C 4.04183 -1.88035 1.98965  0.0159
C -0.96347 -1.79185 -1.98615  -0.1143
C 0.88863 0.56155 -1.17075  -0.3244
H -4.63207 -2.67515 -1.78915  0.1319
H -0.79287 -3.18535 -3.59545  0.1205
H 4.94633 0.14595 -1.19475  0.0242
H 0.08413 -1.51265 -2.01935  0.0800
C -3.86897 -0.92505 0.09835  -0.1396
H 2.85113 2.80455 -3.95745  0.0303
C 4.67653 -0.41565 -2.08385  -0.1775
H -2.32107 4.18225 4.96325  0.1291
H -3.50277 0.06765 0.38715  0.0418
N -1.72087 -1.17105 -1.06535  -0.0337
H 3.04043 -3.04725 0.50195  0.1259
C -1.44817 -2.73595 -2.86795  -0.0160
Cl 0.07903 3.25595 0.09605  0.0854
C 2.86753 0.05495 2.78725  0.0468
H -0.19297 2.92265 4.71565  0.1322
C 1.87513 0.62075 -1.87425  -0.1752
C -0.80367 1.93515 2.91455  -0.3048
C 1.88433 -1.35065 1.07285  -0.0056
H -3.02687 -0.39435 2.72115  0.1094
Si 3.31383 0.47615 -3.07935  0.5243
N 0.63853 0.51185 1.88495  -0.0546
H 4.78793 -0.55305 3.49445  0.1290
N 0.37113 1.26855 2.85795  0.1225
C -2.17797 3.50235 4.13745  -0.0090
H -3.82557 2.35275 1.41935  0.0987
Cl -1.04167 4.61165 -2.84155  0.0474
H 1.80333 -0.14445 -4.99085  0.0303
O -1.48367 -1.23845 1.70795  -0.1545
H -3.65787 -2.87505 1.04435  0.1262
H 1.05383 -1.57525 0.40945  0.0893
H -4.89387 -0.81715 -0.25715  0.1344
C 3.71323 2.28165 -3.55805  -0.1689
H 2.79893 0.92815 3.41865  0.1268
C -0.99467 2.80985 4.00395  0.0509
H 3.46433 -0.56435 -5.36285  0.0337
H -1.15017 -2.13665 1.57125  0.1164
H 4.06523 2.83475 -2.69435  0.0283
C -3.58167 -2.44695 -1.85965  0.0139
C -2.77627 -1.38445 2.33355  -0.1954
Cl -2.52067 1.87935 -1.38845  0.0885
C -3.02167 -1.50675 -0.99955  -0.2954
C -2.79177 -3.07745 -2.80345  -0.0034

Atoms 1-6, force components in eV/Å:
H 0.1 0.1 -0.1
C 0.2 0.4 0.7
C -0.1 -0.4 -0.4
C -0.4 0.7 0.4
C -0.1 0.4 0.1
H 0.2 0.0 -0.1